Entry 1:
Formula: C42H63ClCsIN8O4SSe
Source: OMol25
Level of theory: ωB97M-V/def2-TZVPD

## Properties
* net charge: -2
* energy above the lowest of the compared OMol25 structures with the same formula, charge and spin: 1.121 eV
* E_LUMO: 2.87 eV
* F_max: 0.021 Eh/bohr
* HOMO-LUMO gap: 5.2953 eV
* electronic energy: -5955.1169 Eh
* multiplicity: 1

Structure (XYZ):
```
122
Properties=species:S:1:pos:R:3:mulliken_charge:R:1
Cs 1.81 -0.61 -1.49 1.0846
C -1.19 6.26 1.78 -2.2012
C -1.66 5.74 0.42 2.1168
C -1.31 6.79 -0.65 -1.6157
C -3.18 5.55 0.47 -1.6772
C -1.00 4.41 0.05 0.4109
C -0.08 3.77 0.86 -0.5535
C 0.46 2.56 0.45 -0.7363
N 0.15 1.97 -0.70 0.2849
C -0.73 2.58 -1.49 -1.2966
C -1.32 3.79 -1.15 0.0896
C -1.13 1.83 -2.72 -0.0645
C -1.67 2.49 -3.82 -0.2414
C -2.12 1.77 -4.92 0.7532
C -2.02 0.38 -4.83 -0.6577
C -1.43 -0.19 -3.72 -1.3021
N -0.98 0.52 -2.69 0.1176
C -2.67 2.42 -6.18 2.2213
C -3.97 1.74 -6.62 -1.7953
C -1.61 2.27 -7.29 -1.6174
C -2.96 3.91 -5.98 -2.1722
H -1.69 7.20 2.00 0.4284
H -0.11 6.44 1.79 0.4265
H -1.43 5.55 2.58 0.4258
H -1.77 7.75 -0.40 0.4420
H -1.66 6.49 -1.64 0.3038
H -0.23 6.93 -0.71 0.3887
H -3.67 6.49 0.74 0.4543
H -3.45 4.79 1.20 0.3798
H -3.58 5.23 -0.50 0.3052
H 0.23 4.17 1.82 0.5302
H 1.19 2.03 1.07 0.1719
H -2.06 4.22 -1.81 0.5010
H -1.72 3.57 -3.82 0.5496
H -2.36 -0.26 -5.63 0.2954
H -1.33 -1.26 -3.63 0.6421
H -3.81 0.70 -6.90 0.3498
H -4.39 2.25 -7.49 0.4619
H -4.71 1.76 -5.81 0.4030
H -1.40 1.22 -7.49 0.2820
H -0.67 2.75 -7.00 0.3638
H -1.96 2.73 -8.22 0.4674
H -3.65 4.07 -5.15 0.4362
H -3.40 4.32 -6.89 0.4445
H -2.04 4.48 -5.78 0.3681
O 4.14 -2.53 0.25 -0.5474
H 3.84 -1.88 0.92 0.0129
H 4.85 -2.09 -0.23 0.2188
N -2.97 -1.48 -0.87 -0.6337
C -3.93 -2.04 -1.22 0.6259
N -5.03 -2.56 -1.74 -0.7701
C -5.76 -3.35 -0.98 0.6189
N -6.47 -4.06 -0.40 -0.6817
N 1.78 -2.90 -6.08 -0.3564
C 1.60 -1.87 -5.23 0.5004
O 1.46 -2.03 -4.03 -0.4648
C 1.54 -0.45 -5.73 0.6276
I 1.93 -0.10 -7.81 -0.0601
H 1.82 -3.82 -5.69 0.2663
H 1.92 -2.75 -7.06 0.0852
H 2.27 0.13 -5.14 -0.0057
H 0.55 -0.06 -5.54 -0.5006
C 4.54 1.03 7.95 -1.4730
C 4.13 0.81 6.52 0.7434
C 4.91 0.06 5.65 -1.0435
C 4.54 -0.16 4.32 0.8726
C 5.43 -0.98 3.44 -1.5034
C 3.33 0.38 3.82 -0.3485
Se 2.81 0.04 2.02 0.0807
C 2.54 1.16 4.70 1.1806
C 1.25 1.80 4.27 -1.2503
C 2.95 1.35 6.02 -0.9220
H 5.50 0.56 8.15 0.3348
H 3.81 0.62 8.65 0.3061
H 4.64 2.10 8.17 0.3174
H 5.84 -0.37 6.00 0.1959
H 6.36 -1.22 3.96 0.3731
H 5.66 -0.45 2.52 0.2663
H 4.95 -1.91 3.13 0.2722
H 1.11 1.72 3.20 -0.3357
H 1.23 2.85 4.57 0.5684
H 0.39 1.30 4.74 0.2547
H 2.32 1.95 6.67 0.3564
C 0.86 -4.43 4.89 -1.1627
C 0.26 -3.04 5.12 -0.5014
C 0.62 -2.00 4.06 0.3752
C -0.05 -2.20 2.70 -0.2529
N 0.53 -3.32 1.99 0.3526
C -0.15 -4.22 1.25 -0.1333
S 0.56 -5.67 0.74 -0.4389
N -1.44 -3.92 0.99 0.1904
C -2.34 -4.87 0.33 -0.6190
C -2.88 -5.93 1.29 -0.5521
C -3.93 -5.44 2.29 -0.4085
C -3.41 -4.48 3.35 -0.9160
H 0.66 -5.08 5.74 0.3993
H 1.94 -4.37 4.75 0.3051
H 0.45 -4.92 4.00 0.1767
H 0.61 -2.67 6.08 0.3860
H -0.83 -3.12 5.19 0.2538
H 1.70 -1.93 3.92 -0.0387
H 0.31 -1.01 4.42 -0.3768
H 0.04 -1.28 2.12 0.2739
H -1.11 -2.41 2.86 -0.0386
H 1.52 -3.48 2.07 0.2478
H -1.70 -2.95 0.89 0.3763
H -1.81 -5.35 -0.49 0.3636
H -3.16 -4.29 -0.07 -0.2786
H -2.04 -6.40 1.80 0.3079
H -3.34 -6.71 0.67 0.4080
H -4.35 -6.32 2.79 0.3316
H -4.75 -4.98 1.74 0.2019
H -2.51 -4.87 3.85 0.1738
H -4.17 -4.30 4.12 0.4749
H -3.14 -3.51 2.93 0.1295
Cl 6.33 -1.38 -2.22 -0.2679
C 4.90 -1.01 -3.24 0.0175
C 4.48 0.48 -3.24 0.4182
O 5.35 1.34 -3.12 -0.7461
O 3.23 0.62 -3.43 -0.8511
H 4.08 -1.67 -2.93 0.0292
H 5.17 -1.28 -4.26 0.2386
```

Entry 2:
Formula: C3H5NO
Source: OMol25
Level of theory: ωB97M-V/def2-TZVPD

## Properties
* energy above the lowest of the compared OMol25 structures with the same formula, charge and spin: 4.026 eV
* E_LUMO: 0.91 eV
* F_max: 0.009 Eh/bohr
* HOMO-LUMO gap: 8.4244 eV
* electronic energy: -247.1593 Eh
* multiplicity: 1

Structure (XYZ):
```
10
Properties=species:S:1:pos:R:3:mulliken_charge:R:1
O 0.24 2.11 0.69 -0.4258
C -0.22 0.92 1.05 0.1344
N -0.22 0.00 0.17 0.0428
C -0.05 -1.36 -0.28 -0.2220
C 0.42 -0.17 -1.10 -0.7972
H -0.54 0.79 2.08 0.3474
H 0.68 -1.94 0.28 0.2144
H -0.99 -1.88 -0.47 0.2048
H -0.29 0.07 -1.90 0.1976
H 0.74 1.94 -0.14 0.3038
```

Entry 3:
Formula: C4H11NO2S
Source: OMol25
Level of theory: ωB97M-V/def2-TZVPD

## Properties
* energy above the lowest of the compared OMol25 structures with the same formula, charge and spin: 2.705 eV
* SMILES string: CN[C@H](C=O)CS.O
* E_LUMO: 0.49 eV
* F_max: 0.049 Eh/bohr
* HOMO-LUMO gap: 9.1451 eV
* electronic energy: -762.3499 Eh
* multiplicity: 1

Structure (XYZ):
```
19
Properties=species:S:1:pos:R:3:mulliken_charge:R:1
C -1.07 -1.53 0.13 -0.9643
N 0.32 -1.06 0.44 -0.3318
C 1.04 -0.04 -0.24 0.2757
C 1.82 -0.47 -1.48 -0.0934
O 1.73 0.06 -2.55 -0.4549
C 1.91 0.74 0.75 -0.7842
S 1.97 2.54 0.74 -0.2524
H -1.39 -1.44 -0.92 0.3038
H -1.12 -2.51 0.66 0.2775
H -1.62 -0.94 0.85 0.3468
H 0.65 -1.75 1.09 0.2247
H 0.22 0.58 -0.60 0.2583
H 2.50 -1.30 -1.23 0.3179
H 1.60 0.37 1.78 0.3326
H 2.92 0.30 0.83 0.4093
H 1.83 2.74 -0.58 0.1337
O -4.87 1.27 0.10 -0.6374
H -4.24 0.68 -0.36 0.3177
H -4.20 1.76 0.60 0.3203
```